No. 1
# C5H11NO3S

C5H11NO3S as an isolated structure in a non-equilibrium geometry (ωB97M-V/def2-TZVPD, the Open Molecules 2025 dataset).

```
! RIJCOSX wB97M-V def2-TZVPD def2/J DEFGRID3
* xyz 0 1
S -2.5356 0.0065 -0.1786
O -0.6130 2.0891 0.1155
O -1.4387 0.1214 0.9086
O -3.4052 -1.0976 -0.0510
N -1.7329 0.2347 -1.4168
C 1.3135 -0.1571 1.5846
C -0.4027 0.9402 0.2623
C 0.3920 -1.2826 -0.2831
C 1.8008 0.7708 -0.8139
C 0.8325 0.1050 0.1648
H 1.9032 -0.9697 1.5244
H 1.1780 -2.0048 -0.2001
H -3.2540 1.2823 0.1907
H 1.1766 1.0971 -1.6068
H -2.3146 -0.0013 -2.1695
H 0.4707 -0.4126 2.2984
H -0.0475 -1.5018 -1.2677
H -0.1921 -1.5653 0.5399
H 1.9440 0.6410 1.9502
H 2.5895 0.0017 -1.1858
H 2.3355 1.7033 -0.3661
*
```

Calculated values
Strongest force on any atom   3.748 eV/A
Molar mass   165.2 g mol⁻¹
HOMO-LUMO gap   11.0 eV
Energy above the lowest of the compared OMol25 structures with the same formula, charge and spin   3.210 eV
Highest occupied orbital energy   -10.4 eV
Total energy   -875.65705 a.u.

---

No. 2
# C24H23N5O2PPtS

C24H23N5O2PPtS as an isolated structure (ωB97M-V/def2-TZVPD, the Open Molecules 2025 dataset).

```
! RIJCOSX wB97M-V def2-TZVPD def2/J DEFGRID3
* xyz 1 1
Pt 0.0949 1.9817 -0.1483
S 1.9589 0.4230 -1.1039
P -2.0275 1.3435 0.2200
O 1.3023 0.2694 -2.3713
O 2.2969 1.8231 -0.7052
N 0.8316 0.0295 0.0421
N 1.9515 -1.3758 1.5198
N 6.7045 -2.9944 -0.9076
N 0.8134 0.5552 2.3133
N -0.5432 4.9491 -0.6672
C -1.7485 -2.6399 -0.4644
C -0.3092 3.8416 -0.4475
C 5.5249 -1.0507 -0.1408
C 1.1316 0.2051 3.5580
C -5.1551 1.0364 -2.3874
C -2.0943 -0.4419 0.4475
C -2.6076 -2.3850 1.7694
C 4.4128 -0.2462 -0.1893
C -4.1548 0.7323 -1.4759
C -5.2780 2.3230 -2.8876
C 5.6017 -2.2039 -0.9430
C 1.2439 -0.2600 1.3481
C 1.8757 -0.9212 3.8511
C 2.2733 -1.6879 2.7670
C -2.5530 -1.0038 1.6332
C -2.2095 -3.2000 0.7223
C -1.6820 -1.2666 -0.6017
C -4.3984 3.3120 -2.4701
C 4.5291 -2.5134 -1.7983
C -3.2595 1.7188 -1.0606
C 3.3598 -0.5721 -1.0415
C -2.6670 2.1128 1.7288
C -3.3961 3.0112 -1.5645
C 3.4204 -1.7039 -1.8502
H 7.4529 -2.8061 -0.2675
H -2.9659 -2.8195 2.6929
H -0.7443 5.9129 -0.8413
H -2.2545 -4.2757 0.8291
H 4.3580 0.6472 0.4204
H -6.0580 2.5570 -3.5995
H 2.6015 -1.9309 -2.5189
H -2.8723 -0.3794 2.4572
H 6.3524 -0.7952 0.5088
H -2.7241 3.7970 -1.2490
H -2.0406 1.8252 2.5729
H -4.4929 4.3189 -2.8540
H -1.4297 -3.2771 -1.2782
H 2.1291 -1.1912 4.8651
H -1.2933 -0.8321 -1.5157
H 2.8602 -2.5901 2.9000
H 4.5872 -3.3906 -2.4300
H -2.6144 3.1950 1.6098
H 6.7463 -3.8439 -1.4388
H -3.7043 1.8264 1.8995
H 0.7794 0.8653 4.3430
H -5.8389 0.2612 -2.7058
H -4.0767 -0.2753 -1.0943
*
```

Calculated values
Strongest force on any atom   0.857 eV/A
Molar mass   671.6 g mol⁻¹
HOMO-LUMO gap   7.6 eV
Energy above the lowest of the compared OMol25 structures with the same formula, charge and spin   0.278 eV
Highest occupied orbital energy   -10.6 eV
Total energy   -2211.29596 a.u.

---

No. 3
# C3H8Br2N

C3H8Br2N as an isolated structure in a non-equilibrium geometry (ωB97M-V/def2-TZVPD, the Open Molecules 2025 dataset).

```
! RIJCOSX wB97M-V def2-TZVPD def2/J DEFGRID3
* xyz 1 1
Br 1.7585 -1.7241 0.0667
Br 2.5687 1.4049 -0.0944
N -0.0291 0.4041 -0.0683
C 1.3475 0.0376 -0.5480
C -0.2608 0.1991 1.3142
C -1.0862 -0.4428 -0.7907
H 0.6525 0.4628 1.8218
H 1.3315 0.1911 -1.9183
H -0.4489 -0.9377 1.4728
H -1.1833 -1.4521 -0.3998
H -1.1402 0.7461 1.7818
H -1.1218 -0.3896 -1.8981
H -1.9869 0.0611 -0.5309
H -0.4015 1.4395 -0.2089
*
```

Calculated values
Strongest force on any atom   4.864 eV/A
Molar mass   217.9 g mol⁻¹
HOMO-LUMO gap   11.1 eV
Energy above the lowest of the compared OMol25 structures with the same formula, charge and spin   2.423 eV
Highest occupied orbital energy   -14.8 eV
Total energy   -5321.54849 a.u.

---

No. 4
# C3H15NO4

A 5-piece molecular cluster, C3H15NO4 overall in a non-equilibrium geometry (ωB97M-V/def2-TZVPD, the Open Molecules 2025 dataset).

```
! RIJCOSX wB97M-V def2-TZVPD def2/J DEFGRID3
* xyz 0 1
O 0.2703 -2.7265 1.4532
O 2.1634 0.3767 -3.0886
O 2.1873 0.9533 1.4708
O 0.0222 -1.9598 -2.0172
N -0.5434 0.5337 1.3477
C -0.5149 1.7468 1.6912
C -1.7834 1.2100 -0.7731
C -1.5264 0.1549 0.3119
H 0.0912 -1.8829 -1.0633
H 0.1804 2.0764 2.4543
H 0.5472 -2.5868 2.3643
H -1.2607 2.4836 1.3808
H 1.2049 0.4434 -3.1071
H 1.0515 -2.4998 0.9525
H -2.7559 1.6768 -0.5644
H -2.0946 0.6867 -1.6812
H -2.4391 -0.1141 0.8324
H 3.0821 0.8030 1.7841
H -1.0090 1.9620 -0.8344
H 2.3871 0.0928 -2.1989
H 0.2867 -2.8452 -2.2767
H -1.1670 -0.7790 -0.0950
H 1.6202 0.1941 1.6566
*
```

Calculated values
Strongest force on any atom   2.170 eV/A
Molar mass   129.2 g mol⁻¹
HOMO-LUMO gap   10.0 eV
Energy above the lowest of the compared OMol25 structures with the same formula, charge and spin   1.931 eV
Highest occupied orbital energy   -9.7 eV
Total energy   -478.95783 a.u.
SMILES string   C=NCC.O.O.O.O